[1]
A structure of composition C56H69N7O5PbSSbSi, computed with ωB97M-V/def2-TZVPD.

The calculation puts the gap between HOMO and LUMO at 7.2 eV. Its HOMO energy is -8.92 eV. The charge is +1.

Geometry (Å):
Pb: 0.162 0.406 0.041
C: 1.565 -2.229 -5.088
N: 2.497 -1.620 -4.162
C: 3.532 -0.821 -4.779
C: 2.323 -1.825 -2.838
O: 1.498 -2.607 -2.406
C: 3.241 -1.025 -1.898
O: 2.791 -0.966 -0.566
C: 2.867 -2.153 0.189
C: 1.476 -2.736 0.453
O: 0.462 -2.113 0.148
N: 1.405 -3.939 1.039
C: 0.098 -4.508 1.301
C: 2.510 -4.669 1.610
H: 2.058 -3.005 -5.678
H: 1.164 -1.469 -5.758
H: 0.756 -2.676 -4.513
H: 3.775 -1.263 -5.745
H: 4.439 -0.806 -4.180
H: 3.198 0.206 -4.947
H: 3.295 0.019 -2.214
H: 4.254 -1.459 -1.940
H: 3.323 -1.879 1.149
H: 3.486 -2.898 -0.319
H: -0.642 -3.882 0.808
H: -0.109 -4.518 2.374
H: 0.051 -5.528 0.918
H: 3.465 -4.258 1.308
H: 2.469 -5.713 1.298
H: 2.451 -4.634 2.703
O: -1.522 2.804 -1.280
C: -2.851 2.890 -1.748
C: -3.909 2.447 -0.737
C: -3.570 1.090 -0.082
C: -3.054 1.326 1.305
C: -3.965 1.490 2.346
C: -3.506 1.847 3.599
C: -2.142 2.033 3.772
C: -1.300 1.820 2.696
N: -1.744 1.472 1.493
H: -1.400 3.406 -0.537
H: -2.892 2.238 -2.622
H: -3.080 3.910 -2.084
H: -4.860 2.390 -1.268
H: -4.007 3.205 0.044
H: -2.813 0.573 -0.666
H: -4.464 0.468 -0.027
H: -5.020 1.348 2.164
H: -4.204 1.989 4.412
H: -1.739 2.322 4.728
H: -0.229 1.933 2.782
S: -1.365 -1.567 2.461
Sb: -1.708 -1.949 4.672
C: -0.820 -0.540 6.064
C: 0.536 -0.586 6.336
C: 1.107 0.350 7.181
C: 0.334 1.344 7.751
C: -1.019 1.400 7.470
C: -1.590 0.467 6.620
C: -3.863 -2.004 4.804
C: -4.526 -2.691 3.798
C: -5.906 -2.641 3.705
C: -6.628 -1.852 4.584
C: -5.969 -1.157 5.583
C: -4.591 -1.254 5.708
C: -0.973 -3.914 5.170
C: -1.801 -5.006 4.973
C: -1.305 -6.291 5.123
C: 0.025 -6.480 5.465
C: 0.848 -5.388 5.678
C: 0.355 -4.107 5.513
H: 1.169 -1.325 5.870
H: 2.162 0.296 7.398
H: 0.783 2.082 8.396
H: -1.637 2.169 7.910
H: -2.636 0.547 6.370
H: -3.964 -3.256 3.068
H: -6.417 -3.203 2.937
H: -7.700 -1.771 4.483
H: -6.521 -0.527 6.265
H: -4.103 -0.758 6.533
H: -2.836 -4.854 4.700
H: -1.946 -7.145 4.958
H: 0.427 -7.476 5.562
H: 1.880 -5.538 5.969
H: 1.014 -3.263 5.653
C: -1.074 -5.669 -2.493
C: -1.891 -4.435 -2.694
C: -1.914 -3.774 -3.914
C: -2.675 -2.634 -4.098
C: -3.428 -2.129 -3.046
N: -4.240 -0.987 -3.177
C: -4.210 0.005 -4.100
O: -5.176 0.697 -4.332
N: -3.013 0.232 -4.798
C: -1.735 0.433 -4.315
C: -0.798 1.038 -5.160
C: 0.459 1.335 -4.678
C: 0.750 1.056 -3.353
N: -0.124 0.467 -2.552
C: -1.316 0.128 -3.016
C: -3.415 -2.786 -1.818
C: -2.653 -3.923 -1.650
H: -0.627 -5.996 -3.427
H: -1.690 -6.474 -2.097
H: -0.278 -5.463 -1.780
H: -1.340 -4.162 -4.743
H: -2.698 -2.155 -5.064
H: -5.110 -1.010 -2.659
H: -3.207 0.758 -5.642
H: -1.071 1.286 -6.174
H: 1.190 1.810 -5.311
H: 1.692 1.337 -2.912
H: -1.955 -0.388 -2.320
H: -4.003 -2.399 -0.998
H: -2.651 -4.423 -0.692
C: 1.888 -0.333 3.164
Si: 2.693 1.260 2.506
C: 2.427 2.516 3.936
C: 4.577 0.912 2.367
N: 1.921 1.706 1.022
C: 2.380 2.785 0.300
C: 1.706 3.193 -0.860
C: 2.162 4.236 -1.641
C: 3.313 4.925 -1.297
C: 3.974 4.568 -0.133
C: 3.512 3.533 0.653
H: 2.610 -0.905 3.738
H: 1.502 -0.963 2.375
H: 1.058 -0.080 3.814
H: 3.035 2.255 4.799
H: 1.392 2.530 4.272
H: 2.689 3.528 3.644
H: 4.924 0.185 3.097
H: 5.162 1.813 2.522
H: 4.822 0.537 1.378
H: 0.794 2.675 -1.134
H: 1.607 4.522 -2.524
H: 3.677 5.734 -1.910
H: 4.864 5.106 0.169
H: 4.039 3.291 1.558

[2]
A cluster of 2 separate species, C5H14NO2 in total in a non-equilibrium geometry, computed with ωB97M-V/def2-TZVPD.

The calculation puts the gap between HOMO and LUMO at 11.2 eV. The energy relative to the best compared isomer or geometry (same formula, charge and spin) comes out at 3.460 eV. Its HOMO energy is -14.28 eV. The charge is +1.

Geometry (Å):
C: -2.282 -0.574 0.521
C: -0.864 -0.312 0.098
C: 0.231 -1.224 0.513
C: 1.589 -0.673 0.858
C: 2.465 -0.628 -0.370
O: 1.908 -0.740 -1.467
N: -0.791 -0.203 -1.449
H: -3.104 -0.142 -0.007
H: -2.486 0.020 1.633
H: -2.493 -1.690 0.518
H: -0.665 0.838 0.548
H: 0.312 -2.071 -0.292
H: 0.021 -2.117 1.209
H: 2.242 -1.278 1.534
H: 1.413 0.289 1.148
H: 3.552 -0.612 -0.258
H: -1.672 0.440 -1.688
H: -0.959 -1.129 -1.836
H: 0.277 0.084 -1.661
H: 1.176 3.736 0.083
H: -0.146 4.394 0.147
O: 0.275 3.590 0.216

[3]
A structure of composition C24H64AsF6O24S8 in a non-equilibrium geometry, computed with ωB97M-V/def2-TZVPD.

The calculation puts the gap between HOMO and LUMO at 10.8 eV. The energy relative to the best compared isomer or geometry (same formula, charge and spin) comes out at 6.958 eV. Its HOMO energy is -9.21 eV. The charge is -1.

Geometry (Å):
As: -0.464 0.868 0.174
F: 1.195 0.011 0.108
F: -0.090 1.477 -1.496
F: -2.058 1.689 0.244
F: -0.793 0.274 1.816
F: 0.331 2.312 0.869
F: -1.230 -0.635 -0.540
O: -9.609 1.454 3.731
S: -8.246 1.922 3.557
O: -7.351 2.157 4.654
O: -7.569 0.725 2.569
C: -6.202 0.725 2.351
C: -5.987 -0.442 1.387
C: -8.257 3.307 2.384
H: -5.630 0.518 3.256
H: -5.828 1.620 1.852
H: -6.476 -1.338 1.768
H: -4.945 -0.697 1.193
H: -6.427 -0.265 0.406
H: -8.941 3.092 1.563
H: -7.300 3.562 1.930
H: -8.646 4.118 2.999
O: 4.437 -5.056 -5.116
S: 4.715 -4.616 -3.777
O: 6.116 -4.394 -3.385
O: 3.896 -3.163 -3.443
C: 2.818 -2.697 -4.317
C: 1.552 -3.372 -3.748
C: 3.914 -5.736 -2.618
H: 3.067 -2.810 -5.372
H: 2.885 -1.631 -4.103
H: 1.362 -4.267 -4.341
H: 0.777 -2.607 -3.803
H: 1.593 -3.736 -2.722
H: 4.016 -5.277 -1.634
H: 4.461 -6.669 -2.751
H: 2.924 -6.059 -2.939
O: 6.325 3.488 5.545
S: 5.508 3.019 4.507
O: 6.111 2.434 3.325
O: 4.359 1.998 5.154
C: 3.553 1.359 4.191
C: 2.639 0.414 4.895
C: 4.431 4.455 3.989
H: 4.076 0.821 3.401
H: 3.036 2.088 3.568
H: 1.865 0.931 5.463
H: 3.134 -0.210 5.640
H: 2.159 -0.246 4.172
H: 5.016 5.375 3.992
H: 3.480 4.483 4.521
H: 4.180 4.224 2.953
O: -1.678 6.293 6.033
S: -1.716 4.906 5.603
O: -0.499 4.221 5.163
O: -2.365 4.018 6.918
C: -2.530 2.635 6.696
C: -2.599 1.930 8.059
C: -3.194 4.742 4.497
H: -1.747 2.205 6.071
H: -3.480 2.463 6.191
H: -2.907 0.903 7.863
H: -3.345 2.360 8.727
H: -1.652 1.818 8.588
H: -4.099 4.746 5.105
H: -3.255 3.732 4.091
H: -3.081 5.526 3.749
O: 6.501 4.013 -3.513
S: 5.137 3.492 -3.365
O: 4.020 4.421 -3.691
O: 4.898 2.049 -4.234
C: 6.102 1.338 -4.600
C: 6.711 0.581 -3.487
C: 4.827 2.907 -1.692
H: 6.793 2.030 -5.081
H: 5.883 0.618 -5.388
H: 5.972 0.068 -2.872
H: 7.223 1.257 -2.803
H: 7.391 -0.068 -4.039
H: 5.608 3.299 -1.040
H: 4.802 1.818 -1.675
H: 3.842 3.322 -1.476
O: 6.274 -2.660 6.086
S: 7.292 -2.871 5.036
O: 8.101 -4.074 4.847
O: 6.425 -2.775 3.591
C: 7.092 -3.156 2.387
C: 6.759 -2.137 1.225
C: 8.302 -1.397 4.756
H: 6.758 -4.117 1.994
H: 8.176 -3.244 2.467
H: 5.708 -1.918 1.040
H: 7.066 -2.520 0.252
H: 7.322 -1.204 1.220
H: 9.338 -1.731 4.711
H: 8.271 -0.640 5.540
H: 8.000 -1.034 3.774
O: -3.924 -5.578 -8.374
S: -3.006 -5.451 -7.223
O: -1.841 -4.589 -7.223
O: -3.895 -5.149 -5.826
C: -3.279 -4.779 -4.660
C: -4.333 -4.612 -3.584
C: -2.605 -7.228 -6.827
H: -2.840 -3.793 -4.815
H: -2.496 -5.482 -4.374
H: -4.667 -5.598 -3.260
H: -5.172 -3.964 -3.838
H: -3.888 -4.160 -2.698
H: -3.432 -7.598 -6.221
H: -1.717 -7.279 -6.196
H: -2.528 -7.654 -7.827
O: -8.017 2.079 -2.219
S: -7.712 3.315 -2.870
O: -7.570 4.596 -2.133
O: -6.376 3.114 -3.880
C: -6.320 1.918 -4.679
C: -5.424 0.950 -3.922
C: -9.045 3.559 -4.118
H: -5.861 2.125 -5.645
H: -7.265 1.401 -4.847
H: -4.924 0.394 -4.715
H: -5.919 0.349 -3.159
H: -4.633 1.408 -3.328
H: -9.897 3.678 -3.448
H: -9.066 2.576 -4.588
H: -8.683 4.284 -4.847

What is the formula in the third record? C24H64AsF6O24S8

gap between HOMO and LUMO of number 3 (C24H64AsF6O24S8)? 10.8 eV